{"formula": "C2H6N2S2", "method": "ωB97M-V/def2-TZVPD", "homo_energy_ev": -8.85, "total_charge": 0, "smiles": "[H]/N=C(/NS)SC", "species": ["H", "N", "C", "N", "S", "S", "C", "H", "H", "H", "H", "H"], "xyz": [[1.127, 2.654, -0.426], [0.269, 2.274, -0.049], [0.049, 1.031, -0.147], [-1.131, 0.512, 0.404], [-1.990, -0.602, -0.484], [1.235, -0.122, -0.788], [1.135, -1.617, 0.365], [-1.827, 1.215, 0.806], [-2.419, 0.338, -1.445], [1.546, -1.282, 1.381], [1.869, -2.388, -0.055], [0.136, -2.013, 0.437]], "forces_ev_per_a": [[0.32, -0.55, 0.14], [-0.96, 0.17, -0.35], [0.48, 0.74, 0.97], [-0.99, 1.22, 1.26], [-1.10, 0.48, -1.59], [0.05, -1.16, 0.27], [2.10, 0.83, 0.42], [2.04, -0.88, -0.61], [0.20, -1.30, 0.57], [-0.80, -0.57, -1.44], [-1.17, 1.14, 0.42], [-0.18, -0.11, -0.05]], "mulliken_charge": [0.27, -0.68, 0.49, -0.38, -0.16, -0.07, -0.67, 0.33, 0.15, 0.25, 0.27, 0.22]}


{"formula": "C2H6N2S2", "method": "ωB97M-V/def2-TZVPD", "homo_energy_ev": -8.64, "total_charge": 0, "smiles": "CNNC(=S)S", "species": ["C", "N", "N", "C", "S", "S", "H", "H", "H", "H", "H", "H"], "xyz": [[1.774, 0.565, -0.401], [0.385, 1.033, -0.259], [-0.594, 0.171, -0.633], [-1.087, -0.629, 0.310], [-0.488, -0.760, 1.814], [-2.707, -1.370, -0.092], [2.045, -0.022, 0.424], [1.887, -0.006, -1.368], [2.483, 1.361, -0.256], [0.349, 1.373, 0.745], [-1.240, 0.422, -1.359], [-2.807, -2.137, 1.077]], "forces_ev_per_a": [[-0.70, -0.61, -1.50], [2.02, 2.63, 0.51], [-0.23, -0.89, 0.72], [-1.91, -0.84, 0.76], [0.45, -0.40, 0.73], [0.67, -0.48, 0.77], [0.14, -1.74, 1.03], [0.14, 0.82, 1.06], [-0.03, 0.91, -0.85], [-1.04, -0.85, -1.55], [0.18, 0.52, -0.48], [0.30, 0.93, -1.20]], "mulliken_charge": [-0.77, -0.51, -0.02, 0.35, -0.35, -0.27, 0.32, 0.28, 0.32, 0.28, 0.20, 0.18]}


{"formula": "C2H6N2S2", "method": "ωB97M-V/def2-TZVPD", "homo_energy_ev": -8.33, "total_charge": 0, "smiles": "CN(S)C(N)=S", "species": ["C", "N", "S", "C", "N", "S", "H", "H", "H", "H", "H", "H"], "xyz": [[-1.165, -1.208, -0.307], [-0.181, -0.160, -0.531], [-0.805, 1.282, -1.177], [0.909, -0.119, 0.337], [1.692, 1.005, 0.365], [1.273, -1.401, 1.388], [-1.624, -1.307, -1.295], [-1.882, -0.842, 0.407], [-0.657, -2.142, -0.013], [-1.474, 1.986, -0.156], [2.449, 1.045, 1.012], [1.467, 1.862, -0.029]], "forces_ev_per_a": [[0.25, -0.40, -1.28], [0.78, 0.96, 1.29], [-0.19, 0.77, -0.21], [0.70, 0.13, 1.01], [-0.31, -1.97, 0.31], [-0.03, 0.80, -0.74], [-0.33, -0.36, 0.34], [-0.40, -0.30, 0.48], [-0.46, 0.59, -0.05], [0.67, -1.10, -0.36], [0.19, -0.50, 0.34], [-0.86, 1.38, -1.14]], "mulliken_charge": [-0.87, -0.08, -0.26, 0.49, -0.37, -0.43, 0.27, 0.32, 0.39, 0.16, 0.20, 0.18]}


{"formula": "C2H6N2S2", "method": "ωB97M-V/def2-TZVPD", "homo_energy_ev": -8.08, "total_charge": 0, "smiles": "[H]/N=C(\\NS)SC", "species": ["H", "N", "C", "N", "S", "S", "C", "H", "H", "H", "H", "H"], "xyz": [[1.655, -1.434, -0.749], [0.965, -0.696, -0.912], [0.419, -0.359, 0.218], [0.906, -0.906, 1.460], [0.191, -0.729, 2.926], [-0.872, 0.807, 0.227], [-1.044, 1.109, -1.543], [1.654, -1.598, 1.383], [-0.602, 0.309, 2.714], [-0.125, 1.550, -1.966], [-1.911, 1.755, -1.675], [-1.234, 0.192, -2.083]], "forces_ev_per_a": [[-0.06, 0.25, -0.16], [-0.64, 0.17, 1.27], [2.30, -1.97, -0.53], [-0.19, 1.13, -3.62], [-0.74, -0.71, 2.75], [-0.34, 0.23, 0.29], [0.51, 0.08, -0.35], [-0.54, 0.57, 0.09], [0.06, 0.47, -0.40], [-0.50, -0.07, 0.34], [0.15, 0.17, 0.20], [0.01, -0.30, 0.11]], "mulliken_charge": [0.18, -0.66, 0.71, -0.30, -0.10, -0.15, -0.83, 0.23, 0.06, 0.28, 0.32, 0.29]}


Record-wise LUMO level values, in eV: 0.7, 0.6, 0.4, 0.7